Below is 7 unconnected molecules or ions with the total composition C20H44ClN4O10 in a non-equilibrium geometry, with properties calculated with ωB97M-V/def2-TZVPD.

Last column: Löwdin charge in e.
Positions of all 79 atoms, in Å:
C1 -4.47 -10.78 -17.24  -0.066
C2 -3.17 -13.39 -17.74  -0.222
O1 -7.24 -6.39 -11.74  -0.054
C3 -0.11 -8.75 -19.80  -0.268
C4 -4.71 -7.34 -14.18  -0.398
C5 -5.10 -14.57 -16.85  -0.295
H1 -0.49 -9.31 -11.57  0.118
O2 -0.27 -13.12 -15.86  -0.372
H2 0.44 -6.27 -17.67  0.112
Cl1 0.09 -11.80 -15.39  0.629
H3 0.41 -8.23 -20.63  0.106
H4 -3.63 -10.86 -16.55  0.067
H5 2.34 -7.62 -16.84  0.071
H6 2.78 -6.41 -13.39  0.053
C6 -6.22 -14.59 -15.83  -0.100
N1 -4.40 -13.30 -16.87  -0.167
C7 1.77 -6.35 -12.92  -0.429
H7 -2.54 -7.63 -15.98  0.072
C8 -1.19 -9.58 -20.50  -0.082
O3 -4.11 -6.80 -15.17  -0.112
H8 -4.64 -10.16 -12.10  0.087
H9 0.87 -5.53 -14.78  0.064
H10 -6.30 -15.66 -15.60  0.059
H11 -1.49 -4.90 -18.20  0.077
O4 -0.57 -11.45 -14.15  -0.375
H12 -4.33 -15.30 -16.60  0.114
H13 -2.40 -13.98 -19.62  0.065
H14 2.28 -8.56 -18.24  0.061
H15 -2.64 -6.09 -17.92  0.075
C9 0.69 -7.19 -18.20  -0.251
C10 -5.20 -12.15 -17.29  -0.253
C11 -1.23 -6.64 -19.52  -0.281
O5 -0.31 -10.73 -16.26  -0.394
N2 -0.08 -9.02 -12.45  0.238
H16 1.11 -7.23 -14.81  0.054
H17 -0.99 -9.68 -21.57  0.060
C12 -2.05 -5.66 -18.74  -0.083
H18 -2.20 -9.19 -20.44  0.065
O6 -0.56 -6.77 -13.87  -0.361
H19 -5.13 -9.98 -16.92  0.072
H20 0.78 -8.50 -12.13  0.016
H21 -7.18 -14.23 -16.21  0.061
O7 -3.50 -9.45 -14.18  -0.089
H22 -6.00 -14.00 -14.94  0.086
N3 -0.51 -7.73 -18.86  -0.207
O8 -6.40 -8.83 -10.67  -0.072
H23 1.82 -5.35 -12.46  0.059
C13 -5.01 -9.24 -12.52  -0.037
H24 -5.83 -5.55 -13.70  0.082
H25 -4.01 -10.40 -18.16  0.054
C14 0.76 -6.42 -14.13  -0.434
H26 -1.76 -6.92 -20.43  0.107
C15 -5.92 -8.45 -11.75  -0.409
H27 -0.61 -8.26 -12.91  0.066
H28 -5.51 -14.85 -17.84  0.093
C16 -6.35 -7.05 -12.29  -0.394
H29 -2.84 -5.23 -19.35  0.072
H30 -0.50 -6.00 -20.05  0.107
H31 -2.46 -14.13 -17.37  0.096
H32 -6.08 -12.01 -16.65  0.105
H33 1.31 -6.76 -19.01  0.101
H34 -1.43 -8.01 -17.25  0.067
H35 0.67 -9.44 -19.49  0.112
H36 -0.93 -7.59 -15.61  0.083
H37 0.09 -9.79 -13.08  0.075
H38 -1.61 -8.98 -15.83  0.084
H39 -3.87 -13.09 -19.76  0.054
H40 -2.56 -12.49 -17.67  0.097
C17 1.62 -8.16 -17.46  -0.072
H41 -4.04 -14.76 -19.29  0.046
N4 -1.63 -8.04 -16.24  0.283
C18 -5.60 -6.57 -13.43  -0.028
H42 -1.15 -10.58 -20.06  0.066
H43 -5.59 -12.38 -18.29  0.098
O9 1.71 -7.31 -11.91  -0.388
C19 -4.47 -8.74 -13.71  -0.378
C20 -3.40 -13.90 -19.18  -0.103
O10 1.49 -11.76 -15.13  -0.368
H44 1.06 -8.89 -16.88  0.054

The energy above the lowest of the compared OMol25 structures with the same formula, charge and spin is 44.55 kcal per mole. As for the total charge: -3. The value obtained for the total energy is -60398.567 eV. Its lowest unoccupied orbital energy is 5.60 eV.

---

Below is a molecular structure, C20H44GaNOP3S in a non-equilibrium geometry, with properties calculated with ωB97M-V/def2-TZVPD.

Last column: Löwdin charge in e.
Positions of all 71 atoms, in Å:
N1 3.34 1.59 1.62  -0.132
C1 -4.75 0.18 -3.27  -0.048
C2 -4.13 2.49 -3.54  -0.087
C3 1.71 -2.01 -1.73  -0.303
C4 0.47 3.67 -3.98  -0.207
H1 -0.45 0.87 -4.44  0.093
H2 -3.32 0.51 1.52  -0.098
H3 -1.72 -2.50 -0.31  0.023
P1 -2.99 -0.41 2.77  0.870
S1 -4.24 1.66 0.42  0.931
H4 5.22 1.23 2.43  0.110
C5 2.72 1.99 0.53  -0.216
H5 2.93 2.30 -3.16  0.073
H6 -4.00 3.38 -4.16  0.125
P2 0.37 -1.28 -0.69  0.762
C6 2.16 1.52 -3.09  -0.210
O1 1.56 2.50 0.61  -0.098
C7 -4.63 1.31 -4.09  -0.058
H7 -0.65 0.22 2.60  0.028
P3 0.55 2.31 -2.79  0.792
H8 -1.47 -2.13 -2.03  0.034
C8 -1.29 -0.23 3.37  -0.230
H9 -3.51 0.68 4.84  0.061
H10 -1.30 0.42 4.25  0.058
C9 -3.25 -2.18 2.50  -0.204
H11 1.88 1.12 3.10  0.095
H12 -4.96 0.48 3.81  0.063
H13 1.30 -3.03 0.75  0.062
C10 0.89 -2.03 0.91  -0.298
H14 5.18 1.43 0.64  0.110
C11 4.67 1.00 1.52  0.005
H15 -0.59 0.16 -2.80  0.003
H16 -5.11 -0.76 -3.71  0.125
H17 -0.89 -1.20 3.65  0.059
H18 4.62 -0.09 1.39  0.113
H19 -4.93 1.28 -5.14  0.125
Ga1 0.27 3.20 -0.72  0.804
H20 1.74 -3.10 -1.58  0.057
H21 -2.95 3.46 1.49  0.070
H22 -3.88 -2.33 1.62  0.059
H23 0.04 -2.08 1.61  0.006
H24 -4.30 -0.91 4.72  0.070
H25 1.52 -1.79 -2.79  0.041
H26 3.25 1.86 -0.44  0.152
H27 -0.11 4.50 -3.56  0.057
C12 -0.66 1.09 -3.39  -0.191
C13 -0.97 -2.47 -1.11  -0.284
H28 -0.97 4.47 0.58  0.087
H29 -3.75 -2.59 3.38  0.068
H30 -2.29 -2.69 2.36  0.046
H31 2.12 0.96 -4.03  0.090
H32 2.46 2.82 3.11  0.114
H33 2.68 -1.58 -1.44  0.036
H34 -2.95 3.94 -0.23  0.057
C14 -4.05 0.00 4.17  -0.199
C15 -3.81 2.56 -2.18  -0.133
C16 -4.45 0.24 -1.90  -0.100
H35 -0.01 3.32 -4.90  0.081
H36 2.42 0.83 -2.27  0.022
H37 1.49 4.02 -4.20  0.075
C17 2.75 1.77 2.95  0.025
C18 -1.07 3.38 0.57  -0.296
H38 -1.68 1.47 -3.29  0.035
H39 -4.54 -0.63 -1.27  0.094
H40 -0.56 -3.48 -1.28  0.062
H41 -0.71 3.02 1.56  0.092
C19 -4.11 1.48 -1.31  -0.604
H42 3.53 1.50 3.67  0.110
H43 1.67 -1.40 1.36  0.023
C20 -2.52 3.23 0.49  -0.224
H44 -3.39 3.47 -1.81  0.068

The energy above the lowest of the compared OMol25 structures with the same formula, charge and spin is 21.59 kcal per mole. As for the total charge: +3. The value obtained for the total energy is -116041.428 eV. Its lowest unoccupied orbital energy is -10.44 eV.

---

Below is a molecular structure, C20H44NOP3SeTm in a non-equilibrium geometry, with properties calculated with ωB97M-V/def2-TZVPD.

Last column: Löwdin spin population.
Positions of all 71 atoms, in Å:
C1 2.73 3.20 -6.41  0.000
C2 1.69 4.70 -4.83  0.000
C3 3.15 2.79 3.78  0.000
H1 0.43 3.68 -0.86  0.000
C4 2.79 -2.61 -2.20  0.000
H2 -3.48 0.22 -3.15  0.000
C5 -2.94 0.52 -2.24  0.000
H3 2.26 3.41 3.76  0.000
C6 -0.53 0.07 3.12  0.000
H4 3.72 -0.15 2.77  0.000
H5 -0.99 3.06 0.99  0.000
H6 2.03 -3.02 1.51  0.000
C7 2.55 2.14 -5.50  0.000
H7 -0.38 -2.76 2.00  0.000
H8 -3.36 -1.90 -0.61  0.000
P1 -1.64 -0.72 -1.92  -0.001
H9 1.04 3.80 -2.99  0.000
C8 2.63 -2.68 0.66  0.000
C9 -1.43 3.12 -0.03  0.000
C10 0.52 -3.96 -0.93  0.000
H10 4.86 1.10 3.32  0.000
H11 1.16 -4.85 -0.98  0.000
O1 1.92 1.14 0.82  -0.002
H12 3.43 -1.72 -2.23  0.000
H13 3.41 -3.41 0.44  0.000
P2 1.59 -2.48 -0.82  -0.002
H14 3.40 -3.51 -2.06  0.000
H15 -0.12 -3.90 -1.84  0.000
H16 3.19 2.25 4.73  0.000
H17 2.39 5.31 -6.80  0.000
H18 -0.69 -0.43 -4.15  0.000
H19 -2.50 1.51 -2.39  0.000
H20 -3.35 -2.36 -2.33  0.000
H21 3.22 3.03 -7.39  0.000
H22 0.49 -0.28 3.30  0.000
H23 -1.94 -2.79 1.13  0.000
H24 -3.25 -0.25 2.60  0.000
H25 1.37 2.80 1.97  0.000
N1 3.07 1.87 2.64  0.000
C11 1.94 2.34 -4.27  0.000
H26 4.03 3.43 3.73  0.000
H27 2.90 1.16 -5.79  0.000
H28 -2.12 -3.02 -1.23  0.000
H29 -2.44 2.73 -0.16  0.000
H30 -0.14 -4.01 -0.05  0.000
H31 -1.89 -2.33 2.86  0.000
C12 -2.85 0.10 1.64  -0.001
H32 -2.87 1.19 1.63  0.000
Se1 1.62 0.65 -3.10  0.002
C13 -2.71 -2.14 -1.47  0.000
H33 2.03 1.43 -1.75  -0.001
H34 1.36 5.71 -4.57  0.000
H35 -0.72 -2.15 -3.68  0.000
H36 -3.49 -0.27 0.84  0.000
H37 2.26 -2.66 -3.17  0.000
H38 3.10 -1.72 0.93  0.000
H39 -0.55 1.17 3.17  0.000
C14 -0.65 3.45 -1.05  0.000
C15 2.08 1.97 1.79  0.000
H40 -1.20 -0.34 3.89  0.000
P3 -1.13 -0.49 1.48  -0.002
C16 1.52 3.63 -3.94  0.000
C17 -1.36 -2.27 1.90  0.000
H41 -2.24 -1.32 -4.16  0.000
C18 -1.28 -1.20 -3.65  0.000
Tm1 0.87 0.07 -0.63  2.008
C19 4.11 0.85 2.56  0.000
H42 -0.96 3.27 -2.09  0.000
H43 4.58 0.84 1.57  0.000
H44 -3.65 0.57 -1.41  0.000
C20 2.27 4.49 -6.08  0.000

As for the total charge: +3. The multiplicity is 3. The value obtained for the total energy is -147709.044 eV. Its lowest unoccupied orbital energy (spin up / spin down) is -9.77 / -9.75 eV.

---

Below is 11 unconnected molecules or ions with the total composition C20H45BF4N5O5 in a non-equilibrium geometry, with properties calculated with ωB97M-V/def2-TZVPD.

Last column: Löwdin charge in e.
Positions of all 80 atoms, in Å:
H1 -2.03 -3.99 0.27  0.126
H2 -3.39 5.31 -2.08  0.102
H3 2.72 3.20 1.51  0.006
N1 -3.73 3.48 2.89  0.136
H4 -0.06 -3.09 -0.06  0.068
H5 2.14 -0.92 2.44  0.104
H6 3.14 1.25 -1.96  0.090
C1 3.62 3.16 -1.35  -0.250
C2 1.64 -0.43 4.73  -0.103
C3 4.14 -2.55 0.42  -0.063
N2 4.45 3.87 -0.98  0.105
F1 1.21 -1.20 -1.01  0.182
H7 3.56 -1.30 4.68  0.090
H8 1.87 0.59 4.65  0.016
C4 -1.68 -5.88 -0.73  -0.109
C5 -2.61 3.32 2.76  -0.322
H9 2.06 -2.30 3.93  0.177
H10 0.48 -0.30 -2.50  -0.043
C6 -5.28 0.29 0.40  -0.112
H11 -0.90 0.59 -5.44  0.113
H12 2.93 -3.86 -3.35  0.036
H13 -0.77 -6.39 -1.21  0.092
N3 6.32 -2.38 1.90  0.109
H14 1.64 1.95 2.01  0.053
H15 -5.63 0.92 1.32  0.086
H16 3.41 -3.11 0.88  0.041
H17 1.80 2.33 -1.37  0.008
H18 -2.22 -5.94 -1.66  0.067
H19 1.59 -0.70 5.68  0.019
H20 3.69 -1.50 0.41  0.095
H21 0.13 1.99 -5.02  0.057
H22 2.54 2.57 -2.94  0.079
H23 -2.31 -1.00 -0.18  0.084
C7 2.53 2.47 2.11  0.020
C8 -0.56 1.00 -3.27  -0.303
H24 3.33 1.98 2.28  0.005
H25 1.49 -2.83 -3.09  0.081
H26 4.19 -2.94 -0.60  0.070
O1 0.36 -0.04 -3.32  -0.025
C9 -1.16 3.15 2.60  -0.095
O2 -0.23 -4.08 0.06  -0.163
H27 -2.25 4.93 -0.34  0.096
O3 -3.89 4.96 -1.34  -0.044
O4 -3.33 -0.94 -0.37  -0.126
H28 -5.41 1.03 -0.55  0.107
H29 -0.06 1.60 -2.80  -0.016
C10 -2.59 3.05 -0.98  -0.064
C11 -3.13 4.35 -0.46  -0.406
F2 -0.79 -1.33 -0.16  0.138
H30 0.70 -0.22 3.95  0.152
H31 -1.41 0.69 -2.58  0.148
C12 -3.84 -0.23 0.70  -0.388
C13 1.97 -3.82 -2.98  -0.058
F3 0.34 0.60 -0.18  0.284
H32 -3.08 0.78 0.87  0.143
C14 5.42 -2.51 1.19  -0.256
B1 0.43 -0.67 -0.04  -1.562
H33 -3.93 -0.82 1.57  0.079
F4 1.06 -1.01 1.10  0.187
C15 2.59 2.17 -1.94  -0.007
N4 0.11 -5.58 -3.92  0.098
C16 2.72 -1.21 4.06  -0.370
H34 2.22 -3.88 -1.93  0.060
O5 3.00 -0.52 2.90  -0.121
C17 0.97 -4.77 -3.58  -0.198
H35 -1.67 2.23 -4.95  0.048
H36 -1.36 -3.77 -1.38  0.101
H37 -2.02 3.24 -1.70  -0.016
H38 -0.79 2.49 1.67  0.094
H39 -3.41 2.52 -1.35  0.066
H40 -2.09 -6.34 0.22  0.100
C18 2.34 3.06 3.53  -0.232
H41 -0.83 2.43 3.46  0.104
H42 -5.79 -0.68 0.31  0.055
N5 2.21 3.50 4.58  0.117
H43 -0.63 4.17 2.64  0.106
H44 -2.02 2.44 -0.20  0.083
H45 -3.86 4.23 0.51  0.150
C19 -1.48 -4.46 -0.58  -0.343
C20 -0.84 1.56 -4.73  -0.039

The energy above the lowest of the compared OMol25 structures with the same formula, charge and spin is 81.09 kcal per mole. As for the total charge: -1. The value obtained for the total energy is -50701.115 eV. Its lowest unoccupied orbital energy is 2.11 eV.

---

Below is 3 unconnected molecules or ions with the total composition C20H45N2O3, with properties calculated with ωB97M-V/def2-TZVPD.

Last column: Löwdin charge in e.
Positions of all 70 atoms, in Å:
H1 2.83 0.73 1.49  0.106
H2 -0.07 2.70 -1.67  0.053
H3 -1.36 3.85 -1.80  0.128
H4 1.42 1.50 3.19  0.119
C1 4.70 -1.81 4.00  -0.273
H5 0.29 0.39 -5.51  0.097
C2 -2.08 1.22 -2.12  -0.155
C3 1.10 3.73 0.56  -0.235
C4 7.09 -0.52 2.80  -0.074
C5 5.66 -0.03 2.70  -0.298
H6 1.58 4.72 0.49  0.151
H7 3.48 -0.41 5.12  0.074
C6 -0.14 0.80 -3.47  -0.462
C7 -0.89 3.14 -1.11  -0.195
H8 7.27 -1.32 2.07  0.086
H9 -6.13 -2.11 -3.06  0.116
C8 -4.64 -5.30 -1.33  -0.077
C9 -4.43 -3.87 -0.87  -0.286
H10 0.63 3.84 2.61  0.129
H11 -6.33 -3.84 -2.82  0.109
H12 -4.26 -5.99 -0.58  0.079
H13 -1.46 1.33 -0.09  0.111
H14 -7.17 -3.42 -0.49  0.069
H15 3.92 -2.56 3.87  0.119
O1 -4.75 -2.90 -1.85  -0.182
H16 -0.04 1.54 2.19  0.115
N1 1.89 2.85 -0.38  0.094
H17 -4.99 -3.68 0.05  0.109
O2 0.79 1.57 -3.31  0.081
C10 -1.09 -1.08 -2.22  -0.038
C11 4.41 -0.97 5.24  -0.076
C12 1.78 0.88 1.19  -0.149
H18 -0.39 -1.52 -1.51  0.084
H19 2.88 3.05 -0.24  0.185
H20 -4.11 -5.48 -2.27  0.083
H21 -2.16 1.94 -2.96  0.127
H22 7.78 0.30 2.59  0.080
C13 1.04 1.76 2.20  -0.169
H23 5.49 0.42 1.73  0.107
C14 -0.57 0.39 -4.85  0.020
H24 -3.38 -3.71 -0.64  0.110
H25 5.64 -2.34 4.12  0.111
H26 2.32 3.49 2.33  0.126
H27 -0.59 4.95 0.02  0.121
H28 -2.10 -1.29 -1.85  0.084
H29 0.75 1.09 -0.72  0.091
H30 -1.00 3.58 1.01  0.116
O3 4.69 -1.06 2.79  -0.179
H31 -6.86 -1.70 -0.68  0.080
H32 -2.82 2.42 -0.44  0.124
H33 -2.99 0.62 -2.11  0.124
H34 7.33 -0.91 3.79  0.071
H35 -1.05 -0.59 -4.88  0.075
C15 1.70 1.36 -0.25  -0.107
C16 -6.09 -2.89 -2.31  -0.280
H36 2.48 0.90 -0.85  0.141
H37 -0.97 -1.60 -3.17  0.080
H38 4.31 -1.63 6.11  0.081
H39 5.47 0.74 3.46  0.107
H40 -1.28 1.13 -5.22  0.101
N2 -0.88 0.37 -2.33  -0.146
C17 -0.40 3.89 0.15  -0.102
C18 1.30 3.24 1.99  -0.148
H41 1.34 -0.12 1.19  0.128
C19 -1.88 2.02 -0.83  -0.169
H42 1.69 3.12 -1.35  0.159
H43 -5.69 -5.54 -1.49  0.069
H44 -8.10 -2.50 -1.66  0.079
C20 -7.11 -2.61 -1.22  -0.078
H45 5.21 -0.27 5.46  0.069

The energy above the lowest of the compared OMol25 structures with the same formula, charge and spin is 0.00 kcal per mole. As for the total charge: +1. The value obtained for the total energy is -30585.905 eV. Its lowest unoccupied orbital energy is -2.49 eV.

---

Below is a molecular structure, C20H45N2P3S2Yb in a non-equilibrium geometry, with properties calculated with ωB97M-V/def2-TZVPD.

Last column: Löwdin spin population.
Positions of all 73 atoms, in Å:
H1 -3.07 2.18 1.70  0.001
H2 2.23 -0.37 2.68  0.001
H3 4.31 -2.00 -2.74  0.000
H4 -2.67 4.64 -3.46  0.000
H5 1.86 -4.65 2.93  0.000
H6 -1.44 3.02 -0.87  0.002
H7 -0.56 -2.98 -2.78  0.000
H8 0.59 -2.88 1.45  0.000
H9 -1.98 -1.71 1.79  0.000
P1 -0.05 1.50 0.46  0.355
H10 -3.18 1.73 -1.18  0.000
H11 3.03 -2.20 -0.60  0.000
C1 2.51 -2.20 -1.55  0.000
H12 1.79 1.32 -1.09  0.004
C2 3.24 -2.20 -2.76  0.000
Yb1 1.51 -0.80 -3.01  0.007
H13 -4.04 0.68 1.76  0.014
H14 -0.14 3.84 0.03  0.007
H15 1.76 -0.10 0.06  0.009
S1 0.48 -3.47 -0.19  0.004
C3 1.23 -2.77 -3.99  0.001
H16 2.01 -3.82 4.52  0.000
H17 -0.80 2.47 2.59  0.000
C4 -0.65 2.17 -4.33  0.001
H18 -2.60 0.85 2.79  0.000
H19 3.13 -1.65 3.55  0.000
H20 3.65 -4.68 -1.58  0.000
H21 0.71 -2.91 -4.94  0.000
H22 0.79 3.06 2.04  0.004
C5 2.87 -4.89 -2.32  0.000
H23 0.77 -5.26 -2.55  0.000
H24 -2.59 2.52 -4.25  0.000
C6 1.15 -2.60 -1.54  0.000
H25 -3.32 -1.68 0.60  0.008
H26 -1.41 5.10 -4.60  0.000
H27 -0.96 4.50 -2.98  0.000
H28 1.49 -5.69 -0.91  0.000
H29 0.42 -4.47 3.98  0.000
H30 -2.53 0.24 -1.91  0.001
C7 -0.28 -1.56 3.81  0.000
C8 -1.67 4.39 -3.81  0.000
C9 -3.02 0.65 -1.02  0.027
C10 -2.26 -1.44 0.76  0.025
H31 -4.00 0.17 -0.87  0.008
C11 1.60 0.98 -0.06  0.131
H32 3.17 -2.45 -4.91  0.000
C12 1.65 -5.22 -1.90  0.000
H33 0.83 4.79 -4.72  0.000
C13 2.47 -1.44 2.70  0.000
H34 3.22 -5.04 -3.35  0.000
N1 -1.70 3.02 -4.34  0.001
H35 1.80 3.79 -5.81  0.000
H36 -1.64 -2.03 0.07  0.001
C14 0.50 -2.75 -2.80  0.000
C15 0.15 2.17 2.14  0.010
C16 2.60 -2.48 -3.97  -0.001
S2 -0.89 0.48 -4.11  0.006
H37 0.65 1.45 2.80  0.002
H38 0.24 2.92 -1.46  0.000
H39 2.99 -1.70 1.76  0.000
H40 -1.20 -2.15 3.83  0.000
P2 1.00 -2.43 2.89  0.000
C17 0.82 3.88 -5.34  0.000
C18 -0.39 2.95 -0.56  0.022
H41 0.09 -1.42 4.84  0.000
H42 1.32 1.99 -4.58  0.000
H43 0.06 3.98 -6.12  0.000
N2 0.59 2.70 -4.50  0.000
H44 2.33 1.51 0.58  0.021
C19 1.36 -4.00 3.66  0.000
P3 -2.07 0.32 0.47  0.274
H45 -0.50 -0.57 3.38  0.000
C20 -3.02 1.09 1.81  0.050

The energy above the lowest of the compared OMol25 structures with the same formula, charge and spin is 163.82 kcal per mole. As for the total charge: +3. The multiplicity is 2. The value obtained for the total energy is -105486.051 eV. Its lowest unoccupied orbital energy (spin up / spin down) is -9.04 / -9.05 eV.